(1)
Below is a structure of composition C32H34PRe in a non-equilibrium geometry, with properties calculated with ωB97M-V with the def2-TZVPD basis set.

Structure (XYZ):
```
68
Properties=species:S:1:pos:R:3
Re 1.220 0.348 -1.916
P -1.370 -0.460 1.561
C 0.525 -1.889 2.929
C 3.096 -0.308 -5.330
C 3.410 0.383 -1.798
C 1.103 -1.872 -5.006
C 2.982 -0.797 -1.083
C -2.800 -0.282 3.978
C -4.594 -1.792 4.580
C 1.737 0.246 4.253
C -4.423 -2.486 3.375
C -1.288 2.430 1.603
C -2.634 -0.982 2.774
C 1.560 -2.131 3.825
C 0.065 -0.568 2.705
C -0.295 1.821 -1.575
C -3.283 3.738 1.167
C -2.003 1.252 1.348
C 3.289 -2.361 -3.863
C -1.954 3.661 1.590
C 0.505 2.212 -2.698
C -3.446 -2.088 2.467
C -0.955 0.583 -1.891
C -3.313 1.346 0.827
C 2.176 -1.058 4.486
C -3.781 -0.694 4.881
C 0.349 1.212 -3.719
C 2.139 -0.390 -0.008
C 2.040 1.042 -0.034
C 0.652 0.490 3.407
C 2.443 -1.408 -4.605
C -0.558 0.203 -3.213
C 2.822 1.523 -1.146
C -3.950 2.580 0.743
H 0.573 -2.295 -4.143
H -2.171 0.581 4.210
H -5.361 -2.106 5.285
H 1.681 -1.040 0.731
H 0.506 -1.059 -5.432
H 1.541 1.640 0.713
H -3.905 -0.157 5.822
H 1.078 3.130 -2.793
H 0.037 -2.723 2.415
H 4.124 -1.849 -3.374
H 3.013 2.556 -1.401
H 3.726 -3.116 -4.541
H -0.421 2.386 -0.655
H 2.988 -1.246 5.189
H -4.965 2.641 0.343
H 0.775 1.255 -4.714
H -3.793 4.703 1.138
H 3.647 -0.696 -6.205
H 4.101 0.415 -2.629
H 1.174 -2.667 -5.768
H -0.887 -0.691 -3.725
H -3.835 0.440 0.510
H -5.055 -3.342 3.144
H 2.223 1.091 4.746
H 1.885 -3.157 4.015
H 2.361 0.418 -5.695
H -1.640 0.036 -1.244
H 2.698 -2.895 -3.110
H -3.295 -2.611 1.521
H 3.824 0.211 -4.695
H -1.414 4.559 1.895
H 3.283 -1.815 -1.288
H -0.212 2.402 1.773
H 0.249 1.497 3.348
```

Values from the calculation:
* E_LUMO (spin up / spin down): -0.0712 / -0.1778 hartree
* M: 635.81 g mol⁻¹
* HOMO-LUMO gap (spin up / spin down): 7.529 / 5.945 eV
* net charge: +1
* 2S+1: 4
* largest force on an atom: 0.028 hartree/bohr
* DFT total energy: -1659.0458 a.u.

(2)
Below is a structure of composition C19H19FN2O5S in a non-equilibrium geometry, with properties calculated with ωB97M-V with the def2-TZVPD basis set.

Structure (XYZ):
```
47
Properties=species:S:1:pos:R:3
S -1.539 -1.117 -1.236
F -1.247 -1.410 1.597
O 1.048 0.473 -2.066
O -2.716 -2.170 -1.088
O -0.136 1.874 -3.264
O -0.245 -2.114 -1.237
O 1.160 2.544 0.610
N -1.654 -0.496 -2.781
N 1.844 0.368 0.692
C -1.542 -0.317 1.267
C 1.724 -1.274 2.507
C -1.566 0.081 -0.241
C 1.679 0.046 2.121
C 2.206 -0.985 0.312
C 1.892 -1.507 3.821
C 0.113 0.824 -2.870
C 2.229 -2.161 1.208
C -0.892 -0.169 -5.113
C -0.287 -0.471 -3.719
C -1.522 2.107 1.597
C 1.709 -0.511 4.745
C 1.604 1.051 3.053
C 1.481 1.282 0.029
C 1.924 1.065 -1.480
C -2.003 2.345 0.361
C 1.382 0.744 4.375
C -1.773 1.262 -0.614
C -1.444 0.649 2.211
H 1.286 1.409 5.244
H -1.396 -1.065 -5.534
H 1.639 -0.738 5.819
H 1.637 2.324 -1.967
H -0.014 -0.239 -5.790
H -2.016 3.522 -0.036
H -2.416 -1.053 -3.300
H -1.395 0.426 3.064
H -1.745 2.976 2.457
H 3.106 1.240 -1.689
H 1.568 -1.102 -0.517
H 2.981 -2.679 1.403
H 0.169 -1.242 -3.569
H -2.046 1.678 -1.555
H 1.374 2.193 2.596
H 1.107 -2.450 1.132
H -1.427 0.693 -5.341
H 3.304 -0.716 -0.215
H 2.008 -2.533 4.181
```

Values from the calculation:
* E_LUMO: -0.0091 hartree
* M: 406.43 g mol⁻¹
* energy above the lowest of the compared OMol25 structures with the same formula, charge and spin: 19.558 eV
* HOMO-LUMO gap: 8.410 eV
* largest force on an atom: 0.333 hartree/bohr
* DFT total energy: -1718.5129 a.u.

(3)
Below is a cluster of 2 separate species, C5H15N2O in total in a non-equilibrium geometry, with properties calculated with ωB97M-V with the def2-TZVPD basis set.

Structure (XYZ):
```
23
Properties=species:S:1:pos:R:3
O 2.395 -2.212 1.218
N 0.637 -0.546 2.757
N 0.444 -1.089 -0.262
C -2.196 0.858 -1.784
C 0.101 0.325 1.766
C 0.113 0.194 0.389
C -0.191 1.412 -0.491
C -0.685 0.986 -1.887
H -0.934 2.128 -0.213
H 0.696 0.135 3.723
H 3.192 -2.405 0.768
H 0.843 -0.947 -1.245
H -2.658 1.850 -1.859
H -2.743 0.270 -1.075
H -0.329 1.261 2.074
H -2.502 0.120 -2.610
H 2.689 -1.448 1.741
H 0.493 -1.523 2.922
H 1.113 -1.680 0.294
H -0.343 0.012 -2.298
H -0.458 -1.503 -0.495
H 0.675 2.059 -0.724
H -0.352 1.743 -2.707
```

Values from the calculation:
* E_LUMO: -0.1168 hartree
* M: 119.19 g mol⁻¹
* energy above the lowest of the compared OMol25 structures with the same formula, charge and spin: 2.998 eV
* HOMO-LUMO gap: 9.364 eV
* net charge: +1
* largest force on an atom: 0.118 hartree/bohr
* DFT total energy: -383.9409 a.u.

(4)
Below is the ion CH6N3O with charge +1 in a non-equilibrium geometry, with properties calculated with ωB97M-V with the def2-TZVPD basis set.

Structure (XYZ):
```
11
Properties=species:S:1:pos:R:3
O -0.423 2.286 0.468
N -1.395 0.034 -0.309
N 0.370 1.291 0.379
N -0.116 0.144 -0.033
C 0.781 -0.964 -0.116
H -2.184 0.468 0.351
H 0.324 -2.049 -0.335
H 1.523 -0.686 -1.020
H -1.578 -0.896 -0.630
H 1.340 -1.124 0.797
H 1.359 1.497 0.447
```

Values from the calculation:
* E_LUMO (spin up / spin down): -0.1304 / -0.2747 hartree
* M: 76.08 g mol⁻¹
* energy above the lowest of the compared OMol25 structures with the same formula, charge and spin: 1.211 eV
* HOMO-LUMO gap (spin up / spin down): 9.712 / 9.021 eV
* net charge: +1
* 2S+1: 3
* largest force on an atom: 0.103 hartree/bohr
* DFT total energy: -280.7148 a.u.

(5)
Below is an isolated molecule of C2H2NO2P in a non-equilibrium geometry, with properties calculated with ωB97M-V with the def2-TZVPD basis set.

Structure (XYZ):
```
8
Properties=species:S:1:pos:R:3
P 3.560 0.453 -0.162
O 1.669 0.782 -0.065
O 3.783 -0.804 0.488
N -0.998 1.051 0.634
C -0.769 0.380 -0.403
C 0.475 0.228 0.391
H -1.053 0.135 -1.355
H 0.432 -0.513 1.045
```

Values from the calculation:
* E_LUMO: -0.0415 hartree
* M: 103.02 g mol⁻¹
* energy above the lowest of the compared OMol25 structures with the same formula, charge and spin: 3.090 eV
* HOMO-LUMO gap: 7.732 eV
* SMILES string: O=PO[C@@H]1C=N1
* largest force on an atom: 0.094 hartree/bohr
* DFT total energy: -623.8947 a.u.

(6)
Below is a cluster of 8 separate species, C22H54N4O9S3 in total in a non-equilibrium geometry, with properties calculated with ωB97M-V with the def2-TZVPD basis set.

Structure (XYZ):
```
92
Properties=species:S:1:pos:R:3
S -0.818 -6.263 1.993
S -2.375 2.136 2.518
S 4.641 -2.354 0.147
O 1.087 3.571 1.146
O 3.168 -2.586 0.083
O 4.852 1.339 2.505
O -2.859 3.168 1.566
O -0.754 -7.579 1.289
O -1.361 0.979 -5.024
O -0.798 -1.777 0.664
O -4.739 -0.565 0.907
O -1.707 3.176 -4.725
N 2.714 0.705 2.950
N 2.867 4.908 0.704
N 0.260 -0.208 -0.601
N -5.117 -2.172 -0.660
C -4.326 -1.362 0.090
C -4.592 -3.310 -1.379
C 0.366 -5.197 1.147
C 1.459 0.147 -1.317
C -2.291 -0.768 -3.644
C 3.823 5.396 -0.281
C -6.555 -2.054 -0.618
C 5.420 -3.594 -0.912
C -3.749 1.561 3.530
C -2.218 0.707 -3.912
C 2.770 5.654 1.939
C -1.215 2.269 -5.347
C 2.955 -0.727 2.859
C 3.681 1.609 2.716
C -2.314 -5.467 1.350
C -1.597 3.057 3.886
C 0.117 -1.442 -0.071
C -0.601 0.926 -0.261
C 5.006 -0.978 -0.945
C 1.356 1.067 3.248
C 2.005 3.909 0.424
C -0.346 2.434 -6.561
H -2.402 -1.424 -4.507
H -3.258 -1.507 -0.145
H 4.928 -3.550 -1.884
H -1.335 -1.096 -3.212
H 0.897 -2.118 -0.447
H -4.824 -4.231 -0.832
H 2.051 0.894 -0.776
H -0.871 3.722 3.414
H 3.310 2.647 2.703
H 3.769 5.927 2.279
H -2.329 3.697 4.376
H -2.130 -5.253 0.297
H 6.491 -3.412 -0.999
H -6.832 -1.149 -0.083
H 1.255 2.144 3.373
H 0.642 2.022 -6.334
H 2.240 3.408 -0.530
H 3.397 6.251 -0.817
H 2.110 -0.727 -1.385
H 4.722 5.733 0.229
H 2.151 6.548 1.840
H 4.759 -0.002 -0.527
H -3.370 0.828 4.246
H -5.066 -3.406 -2.358
H -4.451 1.042 2.874
H 5.281 -4.581 -0.475
H 3.994 -0.964 2.670
H 2.323 -1.107 2.051
H 0.343 -4.183 1.546
H -1.504 0.658 0.275
H -1.094 2.365 4.559
H -4.284 2.351 4.055
H -0.875 1.410 -1.198
H 4.487 -1.154 -1.890
H -3.512 -3.268 -1.510
H 0.664 0.744 2.461
H -6.944 -1.950 -1.635
H -3.111 -6.209 1.393
H 2.610 -1.218 3.771
H -2.610 -4.585 1.914
H -0.208 3.476 -6.824
H 0.975 0.589 4.157
H 1.337 -5.649 1.340
H -3.021 -0.988 -2.866
H 0.016 1.591 0.347
H -1.845 1.211 -3.016
H 6.073 -0.892 -1.171
H -7.027 -2.916 -0.142
H -3.180 1.204 -4.056
H 0.132 -5.227 0.084
H 1.241 0.496 -2.329
H -0.715 1.846 -7.399
H 4.038 4.631 -1.023
H 2.347 5.016 2.714
```

Values from the calculation:
* E_LUMO: 0.0103 hartree
* M: 614.89 g mol⁻¹
* energy above the lowest of the compared OMol25 structures with the same formula, charge and spin: 0.000 eV
* HOMO-LUMO gap: 8.820 eV
* largest force on an atom: 0.025 hartree/bohr
* DFT total energy: -2961.3194 a.u.